Below is an isolated ion of composition C10H20N5O and charge +1, with properties calculated with ωB97M-V with the def2-TZVPD basis set.

Calculated values
Total charge: +1
DFT total energy (eV): -20183.45164
Kohn-Sham gap (eV): 10.055
Strongest force on any atom (eV Å⁻¹): 0.5

Last column: Löwdin charge in e.
Element x y z (Å)
1 H -2.985 -3.585 0.426  0.072
2 N -2.808 -2.588 0.532  0.134
3 C -1.714 -2.359 1.097  -0.206
4 C -1.334 -0.904 1.338  -0.086
5 N -1.440 -0.123 0.119  -0.058
6 O -0.772 -0.623 -0.977  -0.056
7 C 0.327 0.227 -1.424  -0.117
8 C 1.473 0.478 -0.443  -0.331
9 C 2.188 1.777 -0.855  -0.053
10 C 2.505 -0.668 -0.336  -0.405
11 C 3.554 -0.336 0.727  -0.071
12 C 1.939 -2.067 -0.086  -0.067
13 C -2.253 0.895 -0.098  -0.272
14 N -2.401 1.537 -1.276  0.194
15 C -3.318 2.451 -1.051  -0.078
16 N -3.752 2.438 0.201  0.102
17 N -3.061 1.439 0.839  0.161
18 H -1.018 -3.118 1.459  0.121
19 H -0.335 -0.789 1.766  0.119
20 H -2.068 -0.515 2.051  0.119
21 H -0.129 1.165 -1.753  0.097
22 H 0.676 -0.312 -2.312  0.152
23 H 1.047 0.649 0.560  0.129
24 H 2.525 2.336 0.021  0.086
25 H 1.537 2.438 -1.435  0.077
26 H 3.071 1.569 -1.471  0.091
27 H 3.016 -0.684 -1.312  0.141
28 H 3.073 0.062 1.632  0.088
29 H 4.283 0.407 0.387  0.081
30 H 4.114 -1.231 1.016  0.083
31 H 1.699 -2.202 0.977  0.078
32 H 2.693 -2.821 -0.335  0.089
33 H 1.049 -2.293 -0.675  0.067
34 H -3.698 3.155 -1.781  0.156
35 H -4.447 2.996 0.674  0.187
36 H -3.237 1.198 1.800  0.177